Record 1
{"formula": "C2H5NO", "method": "ωB97M-V/def2-TZVPD", "elements": ["C", "C", "N", "O", "H", "H", "H", "H", "H"], "coordinates": [[-0.726, 0.238, 0.271], [0.352, -0.678, -0.188], [-1.301, 0.663, 1.429], [-2.064, 0.060, 0.226], [-0.888, 1.813, -2.323], [1.251, -0.196, -0.091], [0.172, -0.891, -1.209], [0.577, -1.607, 0.382], [-1.407, 0.157, 2.375]], "nbo_charge": [0.407, -0.700, -0.371, -0.366, -0.015, 0.230, 0.239, 0.214, 0.362], "total_charge": 0, "lumo_energy_ev": [0.51, 0.13], "max_force_ev_per_a": 2.80, "e_tot_ha": -208.91249, "e_homo_ev": [-9.99, -7.55]}



Record 2
{"formula": "C26H27BInN11S7Sb", "method": "ωB97M-V/def2-TZVPD", "elements": ["In", "N", "C", "N", "C", "N", "N", "C", "C", "C", "C", "C", "C", "N", "C", "C", "C", "C", "C", "C", "H", "H", "H", "H", "H", "H", "H", "H", "H", "H", "H", "C", "N", "C", "C", "N", "B", "N", "C", "C", "N", "C", "C", "S", "C", "S", "H", "H", "H", "H", "H", "H", "H", "H", "H", "H", "H", "H", "S", "Sb", "S", "S", "S", "S", "C", "N", "C", "C", "C", "N", "H", "H", "H", "H"], "coordinates": [[-0.724, 0.059, -0.347], [1.554, 1.476, 3.578], [0.614, 1.172, 2.649], [0.626, 0.113, 1.932], [1.582, -0.861, 2.162], [1.485, -2.057, 1.690], [0.299, -2.222, 1.002], [0.257, -3.252, 0.261], [-0.967, -3.563, -0.497], [-1.102, -4.808, -1.106], [-2.276, -5.098, -1.781], [-3.261, -4.127, -1.851], [-3.027, -2.905, -1.233], [-1.923, -2.630, -0.558], [2.756, -0.493, 2.964], [3.913, -1.268, 3.023], [4.971, -0.884, 3.821], [4.886, 0.289, 4.571], [3.757, 1.080, 4.513], [2.693, 0.691, 3.702], [1.452, 2.310, 4.134], [-0.182, 1.899, 2.506], [1.111, -3.926, 0.176], [-0.299, -5.530, -1.040], [-2.415, -6.062, -2.252], [-4.189, -4.304, -2.376], [-3.758, -2.106, -1.283], [3.949, -2.171, 2.429], [5.866, -1.489, 3.863], [5.715, 0.591, 5.196], [3.695, 2.001, 5.078], [-0.954, -2.567, -4.269], [0.010, -1.516, -4.463], [1.262, -1.675, -5.024], [1.836, -0.455, -5.021], [0.956, 0.443, -4.468], [1.241, 1.947, -4.319], [1.730, 2.314, -2.856], [1.939, 3.642, -2.582], [2.461, 3.753, -1.342], [2.568, 2.470, -0.854], [3.119, 2.124, 0.433], [2.105, 1.594, -1.790], [2.062, -0.104, -1.538], [-0.170, -0.212, -4.120], [-1.560, 0.419, -3.382], [-1.002, -3.193, -5.161], [-1.923, -2.104, -4.088], [-0.690, -3.183, -3.408], [1.620, -2.631, -5.356], [2.808, -0.141, -5.352], [2.156, 2.222, -5.070], [0.253, 2.594, -4.541], [1.680, 4.400, -3.297], [2.746, 4.612, -0.763], [3.903, 2.838, 0.685], [3.530, 1.117, 0.382], [2.347, 2.150, 1.204], [-0.651, 7.000, 1.214], [-0.038, 4.924, 1.781], [-0.431, 3.408, -0.230], [-2.450, 3.393, 0.240], [-2.264, 3.690, 2.300], [-2.368, -0.639, 3.289], [-3.934, -0.223, 2.982], [-4.236, 1.108, 2.734], [-5.479, 1.573, 2.565], [-6.529, 0.707, 2.592], [-6.186, -0.654, 2.756], [-4.978, -1.109, 2.930], [-3.458, 1.770, 2.693], [-5.569, 2.639, 2.399], [-7.547, 1.036, 2.461], [-6.969, -1.406, 2.726]], "mulliken_charge": [0.560, 0.260, -1.054, 0.477, 0.149, -1.044, 0.451, -0.704, 0.970, -0.791, -0.370, -0.542, -0.366, -0.020, 0.710, -0.408, -0.806, -0.376, -1.015, 0.289, 0.290, 0.366, 0.273, 0.388, 0.400, 0.399, 0.419, 0.471, 0.402, 0.403, 0.405, -1.033, 0.280, -0.554, -0.475, -0.031, 0.216, 0.587, -0.783, -0.584, 0.288, -1.172, -0.159, -0.350, -0.082, -0.377, 0.397, 0.318, 0.297, 0.435, 0.456, -0.220, -0.113, 0.488, 0.515, 0.400, 0.355, 0.402, -0.605, 0.075, -0.125, 0.050, -0.491, -0.346, 0.255, 0.232, 0.196, -0.794, 0.050, -0.570, -0.179, 0.396, 0.374, 0.398], "total_charge": -1, "lumo_energy_ev": 1.66, "max_force_ev_per_a": 0.38, "e_tot_ha": -4852.08097, "e_homo_ev": -3.81}



Record 3
{"formula": "C6H10O", "method": "ωB97M-V/def2-TZVPD", "elements": ["C", "C", "C", "C", "C", "C", "O", "H", "H", "H", "H", "H", "H", "H", "H", "H", "H"], "coordinates": [[-2.654, -0.383, 0.726], [-1.615, -0.064, -0.260], [-0.296, -0.644, 0.094], [0.886, 0.255, -0.231], [2.256, -0.314, 0.051], [0.729, 1.346, -1.193], [0.689, 1.597, 0.212], [-3.672, -0.386, 0.326], [-2.574, 0.555, 1.316], [-2.486, -1.215, 1.430], [-0.192, -1.036, 1.125], [-0.280, -1.534, -0.567], [2.476, -1.157, -0.614], [2.326, -0.669, 1.086], [3.017, 0.457, -0.098], [-0.223, 1.460, -1.704], [1.614, 1.733, -1.700]], "nbo_charge": [-0.781, 0.195, -0.599, 0.208, -0.625, -0.114, -0.503, 0.235, 0.288, 0.191, 0.191, 0.271, 0.213, 0.214, 0.225, 0.215, 0.176], "total_charge": 0, "lumo_energy_ev": 0.38, "max_force_ev_per_a": 0.41, "e_tot_ha": -309.69085, "e_homo_ev": -8.36}



Record 4
{"formula": "C10H9F9IN2O2S", "method": "ωB97M-V/def2-TZVPD", "elements": ["C", "C", "C", "N", "C", "O", "C", "N", "C", "I", "C", "C", "C", "F", "F", "C", "F", "F", "S", "F", "F", "F", "F", "F", "O", "H", "H", "H", "H", "H", "H", "H", "H", "H"], "coordinates": [[-1.086, 3.518, 5.381], [-0.981, 2.570, 4.335], [-1.084, 1.279, 3.283], [-2.357, 1.233, 2.412], [-2.095, 0.400, 1.176], [-2.869, 0.931, 0.043], [-3.407, -0.254, -0.704], [-3.812, -1.098, -1.621], [-0.428, 0.377, 1.060], [-0.051, -1.756, 1.598], [0.097, 0.873, -0.449], [1.685, 0.554, -0.720], [2.017, 0.168, -2.314], [3.138, 1.118, -2.679], [0.907, 0.529, -3.238], [2.636, -1.328, -2.515], [3.614, -1.738, -1.449], [3.457, -1.275, -3.782], [1.425, -2.722, -2.724], [1.957, -3.360, -1.185], [2.698, -3.680, -3.438], [0.885, -2.217, -4.268], [0.157, -1.954, -1.876], [0.409, -4.099, -2.883], [-0.038, 1.262, 2.208], [-1.463, 4.180, 6.301], [-1.149, 0.302, 3.962], [-3.252, 0.997, 2.921], [-2.336, 2.221, 2.019], [-2.400, -0.750, 1.273], [-0.024, 2.051, -0.507], [-0.645, 0.383, -1.209], [2.272, 1.553, -0.434], [2.124, -0.268, 0.024]], "nbo_charge": [-0.102, -0.166, 0.223, -0.585, 0.157, -0.484, 0.445, -0.222, 0.162, 0.198, -0.464, -0.488, 0.663, -0.334, -0.324, 0.465, -0.295, -0.295, 2.208, -0.450, -0.422, -0.407, -0.459, -0.393, -0.537, 0.332, 0.262, 0.481, 0.469, 0.270, 0.261, 0.276, 0.283, 0.271], "total_charge": 1, "lumo_energy_ev": -4.59, "smiles": "C#C[C@H]1[NH2+][C@@H](OC#N)[C@@](I)(CCC(F)(F)C(F)(F)S(F)(F)(F)(F)F)O1", "max_force_ev_per_a": 11.95, "e_tot_ha": -2240.26593, "e_homo_ev": -13.78}



Record 5
{"formula": "C38H61F3N2O10", "method": "ωB97M-V/def2-TZVPD", "elements": ["O", "C", "C", "O", "H", "H", "H", "H", "N", "C", "C", "C", "C", "C", "H", "H", "H", "H", "H", "N", "C", "C", "C", "C", "C", "H", "H", "H", "H", "H", "C", "O", "H", "H", "H", "H", "C", "O", "H", "H", "H", "H", "C", "O", "H", "H", "H", "H", "C", "O", "H", "H", "H", "H", "C", "O", "H", "H", "H", "H", "C", "O", "H", "H", "H", "H", "C", "O", "H", "H", "H", "H", "C", "O", "H", "H", "H", "H", "F", "C", "C", "C", "C", "C", "C", "H", "H", "H", "H", "H", "F", "C", "C", "C", "C", "C", "C", "H", "H", "H", "H", "H", "F", "C", "C", "C", "C", "C", "C", "H", "H", "H", "H", "H"], "coordinates": [[2.576, 0.966, -1.770], [1.315, 1.106, -1.148], [1.275, 1.645, 0.367], [1.840, 2.950, 0.720], [0.763, 0.167, -1.197], [0.785, 1.818, -1.781], [1.730, 0.917, 1.039], [0.250, 1.617, 0.737], [-1.905, 4.137, -9.285], [-1.344, 2.946, -9.721], [-1.094, 2.696, -11.034], [-1.419, 3.626, -11.999], [-2.007, 4.848, -11.577], [-2.101, 5.096, -10.215], [-1.066, 2.229, -8.962], [-0.683, 1.760, -11.382], [-1.290, 3.403, -13.047], [-2.290, 5.581, -12.317], [-2.465, 6.057, -9.880], [-1.454, -8.552, 0.576], [-1.488, -8.791, -0.781], [-1.386, -7.755, -1.670], [-1.181, -6.418, -1.269], [-1.053, -6.180, 0.098], [-1.259, -7.270, 0.954], [-1.509, -9.837, -1.047], [-1.293, -7.932, -2.731], [-1.067, -5.612, -1.978], [-1.004, -5.187, 0.519], [-1.238, -7.200, 2.032], [5.196, 9.663, 4.370], [4.856, 8.808, 3.290], [5.119, 9.056, 5.272], [6.195, 10.088, 4.276], [4.405, 10.411, 4.413], [4.077, 8.297, 3.524], [4.999, 5.755, -8.022], [5.265, 5.000, -6.863], [5.172, 5.208, -8.948], [3.953, 6.051, -8.104], [5.534, 6.705, -8.004], [4.861, 4.129, -6.870], [9.208, -0.594, 2.924], [8.417, -0.097, 1.826], [10.027, 0.053, 3.239], [8.590, -0.800, 3.798], [9.702, -1.544, 2.722], [8.043, -0.841, 1.348], [4.186, 3.618, 7.796], [4.673, 3.459, 6.504], [4.906, 3.390, 8.582], [3.899, 4.639, 8.050], [3.366, 2.903, 7.860], [3.962, 3.563, 5.868], [-3.546, 6.499, -2.182], [-2.551, 6.830, -3.169], [-3.303, 7.049, -1.273], [-4.519, 6.806, -2.567], [-3.505, 5.464, -1.842], [-2.598, 6.217, -3.906], [5.848, -5.339, -2.520], [5.919, -4.146, -1.742], [5.951, -5.057, -3.568], [6.550, -6.164, -2.399], [4.844, -5.748, -2.413], [5.409, -3.475, -2.203], [2.289, -2.683, -8.052], [3.028, -1.519, -7.847], [2.897, -3.568, -7.864], [1.436, -2.711, -7.374], [1.886, -2.729, -9.064], [3.010, -1.418, -6.893], [-1.991, 6.089, 5.108], [-1.115, 6.854, 4.315], [-1.425, 5.368, 5.697], [-2.462, 6.673, 5.899], [-2.825, 5.669, 4.546], [-0.702, 6.281, 3.665], [1.249, -6.523, 8.567], [2.066, -6.444, 7.475], [2.607, -5.241, 7.058], [3.435, -5.140, 5.968], [3.706, -6.274, 5.216], [3.297, -7.541, 5.712], [2.430, -7.602, 6.820], [2.243, -4.358, 7.562], [3.673, -4.109, 5.748], [4.254, -6.335, 4.287], [3.471, -8.466, 5.182], [2.028, -8.544, 7.162], [-8.233, -0.844, 6.900], [-7.037, -1.448, 6.664], [-6.790, -2.774, 6.994], [-5.519, -3.340, 6.838], [-4.526, -2.541, 6.260], [-4.831, -1.275, 5.789], [-6.052, -0.667, 6.068], [-7.600, -3.337, 7.435], [-5.268, -4.368, 7.050], [-3.512, -2.905, 6.185], [-4.100, -0.770, 5.176], [-6.286, 0.298, 5.643], [-9.515, -3.058, -0.529], [-8.934, -1.945, -0.929], [-7.565, -1.877, -0.979], [-6.938, -0.765, -1.492], [-7.836, 0.311, -1.840], [-9.242, 0.212, -1.880], [-9.780, -0.962, -1.403], [-7.035, -2.807, -0.832], [-5.867, -0.631, -1.493], [-7.348, 1.196, -2.219], [-9.876, 0.988, -2.283], [-10.848, -1.106, -1.334]], "mulliken_charge": [-0.896, -0.372, -0.544, -0.903, 0.212, 0.166, 0.258, 0.253, -0.486, -0.247, -0.283, -0.240, -0.301, -0.199, 0.381, 0.337, 0.356, 0.335, 0.345, -0.566, -0.222, -0.305, -0.325, -0.534, -0.103, 0.374, 0.328, 0.443, 0.458, 0.413, -0.450, -0.499, 0.211, 0.204, 0.220, 0.310, -0.507, -0.495, 0.232, 0.246, 0.219, 0.302, -0.542, -0.478, 0.229, 0.253, 0.233, 0.302, -0.514, -0.514, 0.216, 0.226, 0.239, 0.337, -0.495, -0.502, 0.196, 0.223, 0.273, 0.297, -0.573, -0.499, 0.224, 0.248, 0.253, 0.330, -0.548, -0.501, 0.230, 0.255, 0.209, 0.341, -0.554, -0.531, 0.257, 0.221, 0.243, 0.348, -0.294, 0.287, -0.267, -0.435, -0.442, -0.451, -0.285, 0.364, 0.374, 0.397, 0.359, 0.374, -0.301, 0.326, -0.354, -0.426, -0.425, -0.432, -0.370, 0.370, 0.373, 0.417, 0.399, 0.402, -0.300, 0.259, -0.248, -0.646, -0.338, -0.534, -0.147, 0.403, 0.451, 0.340, 0.370, 0.368], "total_charge": -2, "lumo_energy_ev": 3.15, "max_force_ev_per_a": 3.27, "e_tot_ha": -2645.59261, "e_homo_ev": 1.67}



Record 6
{"formula": "C2H3NO2", "method": "ωB97M-V/def2-TZVPD", "elements": ["O", "C", "N", "C", "O", "H", "H", "H"], "coordinates": [[1.261, -1.715, -0.751], [0.434, -0.843, -0.647], [0.259, -0.059, 0.494], [-0.738, 0.901, 0.510], [-1.491, 1.083, -0.418], [-0.279, -0.553, -1.432], [0.866, -0.205, 1.294], [-0.798, 1.489, 1.439]], "nbo_charge": [-0.543, 0.533, -0.667, 0.537, -0.560, 0.155, 0.418, 0.128], "total_charge": 0, "lumo_energy_ev": 0.68, "smiles": "O=CNC=O", "max_force_ev_per_a": 0.55, "e_tot_ha": -283.25662, "e_homo_ev": -10.33}